[1]
This record from OMol25 describes a cluster of 9 separate species, C27H52F18N7O17S4 in total. The level of theory is ωB97M-V with the def2-TZVPD basis set.

- ΔE to the lowest compared entry with this formula, charge and spin (kJ/mol) = 681.0
- frontier orbital gap (eV) = 2.8
- HOMO (hartree) = -0.2643
- electronic energy (eV) = -166316.1600
- LUMO (Eh) = -0.1621
- charge = +1
- spin multiplicity = 1

Cartesian coordinates (Å):
1 C 1.3145 0.3715 1.8173
2 F 2.5226 0.8939 1.6434
3 F 1.5324 -0.6721 2.6300
4 F 0.4838 1.2768 2.3029
5 S 0.5984 -0.2832 0.1950
6 O -0.6758 -0.8626 0.5322
7 O 0.5362 0.9111 -0.6126
8 N 1.7316 -1.4762 -0.3456
9 S 1.5706 -1.3687 -1.9238
10 O 2.1795 -2.5441 -2.5616
11 O 0.2835 -1.0381 -2.4712
12 C 2.6673 0.1727 -2.4276
13 F 3.4432 0.5518 -1.4082
14 F 3.4569 -0.2729 -3.3995
15 F 1.9354 1.1587 -2.8741
16 C -3.8909 -3.5478 6.9750
17 F -4.8172 -4.2226 7.6580
18 F -2.9251 -3.1346 7.7829
19 F -3.3286 -4.3181 6.0543
20 S -4.7539 -2.0256 6.2406
21 O -5.6952 -2.4857 5.2273
22 O -5.4600 -1.4798 7.3808
23 N -3.3706 -1.1123 5.7788
24 S -3.5261 -1.0423 4.2055
25 O -3.1458 -2.3194 3.6012
26 O -4.6612 -0.3497 3.6182
27 C -1.9378 0.0643 3.8785
28 F -1.9063 1.1009 4.7234
29 F -0.8234 -0.6753 3.9178
30 F -2.0678 0.6096 2.6691
31 C -0.5147 -3.5269 2.8878
32 C -0.4074 -3.9898 1.4267
33 O -1.3288 -4.1812 0.7261
34 N 1.0061 -3.9153 0.8025
35 H 1.1266 -2.9466 0.4066
36 H 1.8166 -3.9914 1.4115
37 C 1.1331 -4.9467 -0.3034
38 H -1.5444 -3.1964 3.0522
39 H 0.1016 -2.6455 3.0709
40 H -0.2694 -4.3284 3.5847
41 H 1.0419 -5.9355 0.1363
42 H 2.0895 -4.8158 -0.8025
43 H 0.3181 -4.7078 -0.9819
44 C -2.1144 4.4041 -5.5653
45 C -2.6661 3.8042 -4.3049
46 O -3.3537 4.3874 -3.5382
47 N -2.1116 2.4595 -3.9463
48 H -2.9186 1.9176 -3.6110
49 H -1.7537 1.9892 -4.7742
50 C -1.1006 2.6252 -2.8726
51 H -2.4171 3.9003 -6.4838
52 H -1.0420 4.5924 -5.4743
53 H -2.4728 5.4199 -5.7381
54 H -1.5002 3.2262 -2.0610
55 H -0.1314 3.0343 -3.1588
56 H -0.8140 1.6531 -2.4714
57 C 5.1999 -3.6404 -1.1786
58 C 5.2368 -2.2174 -0.6679
59 O 5.8745 -1.3499 -1.1477
60 N 4.4130 -1.9122 0.5681
61 H 3.4473 -1.5604 0.3826
62 H 4.3019 -2.7856 1.0796
63 C 5.0928 -0.9879 1.5646
64 H 6.2075 -3.8854 -1.5075
65 H 4.5094 -3.7162 -2.0165
66 H 4.9093 -4.2969 -0.3573
67 H 6.1679 -1.1467 1.5043
68 H 4.7126 -1.1929 2.5607
69 H 4.9639 0.0506 1.2703
70 C -3.3326 5.4140 0.6994
71 C -2.4200 4.3348 1.2426
72 O -2.4506 3.2173 0.8764
73 N -1.3137 4.8668 2.1613
74 H -1.3652 5.8658 2.3605
75 H -1.4479 4.3924 3.0593
76 C 0.0868 4.6725 1.5676
77 H -3.9267 5.8350 1.5126
78 H -4.0767 4.9155 0.0796
79 H -2.7643 6.1126 0.0867
80 H 0.1266 3.7426 1.0097
81 H 0.8797 4.7513 2.3113
82 H 0.1884 5.5632 0.9497
83 C 2.8380 -5.8271 -7.5205
84 C 2.1491 -4.4970 -7.3882
85 O 1.7828 -3.8124 -8.2818
86 N 1.6535 -4.1022 -6.0116
87 H 0.9106 -4.7492 -5.7305
88 H 2.3686 -4.3123 -5.3132
89 C 1.1505 -2.6342 -5.8508
90 H 2.1021 -6.5987 -7.2916
91 H 3.6324 -5.8954 -6.7730
92 H 3.3006 -5.8644 -8.5017
93 H 0.4729 -2.2652 -6.6128
94 H 2.0892 -2.0986 -5.9835
95 H 0.8198 -2.5761 -4.8179
96 C 3.2947 6.5654 4.2422
97 O 3.0829 5.1470 4.0583
98 O 4.4891 6.8603 3.7394
99 C 2.0826 7.3193 3.5729
100 F 2.0121 7.2007 2.2430
101 F 0.8781 6.9222 4.0931
102 F 2.1833 8.6343 3.8585
103 C 2.1222 4.4450 4.7996
104 C 2.1316 3.0632 4.2035
105 H 2.1618 3.0527 3.1156
106 H 2.9924 2.5160 4.5951
107 H 1.2265 2.5300 4.5107
108 H 1.0748 4.7639 4.6752
109 H 2.3346 4.5504 5.8679
110 H 3.2953 6.7862 5.3221
111 C -3.8174 -0.1880 -2.6582
112 O -3.7357 -1.6465 -2.6858
113 O -4.0908 0.2280 -3.9037
114 C -4.7311 0.3134 -1.5171
115 F -5.9687 -0.1535 -1.7249
116 F -4.3087 -0.0122 -0.2738
117 F -4.8551 1.6559 -1.5223
118 C -3.0334 -2.2847 -1.6526
119 C -3.1291 -3.7549 -2.0417
120 H -2.7680 -3.8678 -3.0643
121 H -2.5064 -4.3463 -1.3600
122 H -4.1340 -4.1527 -1.9186
123 H -3.4849 -2.1936 -0.6597
124 H -1.9834 -1.9655 -1.5875
125 H -2.7489 0.0361 -2.4469

---

[2]
This record from OMol25 describes a cluster of 2 separate species, C5H7NO in total. The level of theory is ωB97M-V with the def2-TZVPD basis set.

- ΔE to the lowest compared entry with this formula, charge and spin (kJ/mol) = 473.8
- frontier orbital gap (eV) = 10.8
- HOMO (hartree) = -0.3597
- electronic energy (eV) = -8831.2921
- LUMO (Eh) = 0.0375
- charge = 0
- spin multiplicity = 1

Cartesian coordinates (Å):
1 C -0.0411 -0.1824 -1.6050
2 N -0.5790 -1.1829 -2.1777
3 C -0.5741 -1.1255 -0.7087
4 C -0.5225 -2.0777 0.3680
5 O -1.6589 -1.1869 0.1500
6 H 0.4191 0.7662 -1.8538
7 H -0.7196 -3.1181 0.1141
8 H 0.0290 -1.9072 1.2934
9 C 0.7515 2.1633 0.3167
10 C 0.4667 1.1885 1.1723
11 H 1.7589 2.3137 -0.0662
12 H -0.0177 2.8351 -0.0582
13 H 1.2336 0.5029 1.5281
14 H -0.5459 1.0111 1.5271

---

[3]
This record from OMol25 describes a structure of composition C6H4. The level of theory is ωB97M-V with the def2-TZVPD basis set.

- ΔE to the lowest compared entry with this formula, charge and spin (kJ/mol) = 283.7
- frontier orbital gap (eV) = 9.7
- HOMO (hartree) = -0.3274
- electronic energy (eV) = -6279.5352
- LUMO (Eh) = 0.0280
- charge = 0
- spin multiplicity = 1

Cartesian coordinates (Å):
1 C 2.5320 0.0585 0.2780
2 C 0.0504 -1.0880 0.0194
3 C 1.6787 1.0873 -0.2853
4 C 1.2622 -0.2909 -0.0447
5 C -0.6660 -0.0271 0.2580
6 C -1.4490 0.9693 0.2315
7 H 3.2986 -0.4153 0.8150
8 H -0.2523 -2.0220 0.3025
9 H -1.2546 1.7896 0.9772
10 H -2.2444 1.1906 -0.4968

---

[4]
This record from OMol25 describes a cluster of 2 separate species, C5H13N in total. The level of theory is ωB97M-V with the def2-TZVPD basis set.

- ΔE to the lowest compared entry with this formula, charge and spin (kJ/mol) = 225.4
- frontier orbital gap (eV) = 9.2
- HOMO (hartree) = -0.2993
- electronic energy (eV) = -6883.8616
- LUMO (Eh) = 0.0402
- charge = 0
- spin multiplicity = 1

Cartesian coordinates (Å):
1 C -0.7201 2.3149 0.9752
2 C -0.6491 3.6533 0.8788
3 N 0.1491 4.3571 1.7687
4 H -0.2874 1.8296 1.9924
5 H -1.2384 1.7170 0.3501
6 H -1.1431 4.3701 0.2743
7 H 0.7626 3.6956 2.3063
8 H 0.6900 5.1998 1.5641
9 C -0.7501 -3.1442 -0.4562
10 C 0.1957 -2.7789 -1.6379
11 C 1.5177 -3.5645 -1.3967
12 H -0.6555 -2.7084 0.5623
13 H -1.8711 -3.0473 -0.6937
14 H -0.5501 -4.1510 -0.2409
15 H -0.1889 -3.0594 -2.6681
16 H 0.3262 -1.7104 -1.8199
17 H 2.2556 -3.2310 -2.1567
18 H 1.4209 -4.5861 -1.6518
19 H 1.8705 -3.7027 -0.3786

---

[5]
This record from OMol25 describes the molecule CH5N3S. The level of theory is ωB97M-V with the def2-TZVPD basis set.

- ΔE to the lowest compared entry with this formula, charge and spin (kJ/mol) = 129.7
- frontier orbital gap (eV) = 9.7
- HOMO (hartree) = -0.3418
- electronic energy (eV) = -16421.9761
- LUMO (Eh) = 0.0139
- charge = 0
- spin multiplicity = 1

Cartesian coordinates (Å):
1 H -1.0931 1.9221 -0.3601
2 N -0.2403 1.4729 -0.1838
3 C -0.3120 0.2095 -0.1356
4 N -1.4797 -0.5545 -0.4926
5 N 0.7996 -0.4965 -0.0503
6 S 2.3354 0.0138 -0.3574
7 H -2.1509 -0.3713 0.3684
8 H -1.1560 -1.5778 0.0219
9 H 0.7261 -1.4428 0.3884
10 H 2.5709 0.8247 0.8011

---

[6]
This record from OMol25 describes the ion C4H11N2O with charge +1. The level of theory is ωB97M-V with the def2-TZVPD basis set.

- ΔE to the lowest compared entry with this formula, charge and spin (kJ/mol) = 236.0
- frontier orbital gap (eV) = 9.6
- HOMO (hartree) = -0.4706
- electronic energy (eV) = -9346.4106
- LUMO (Eh) = -0.1175
- charge = +1
- spin multiplicity = 1

Cartesian coordinates (Å):
1 N 0.8288 -1.0486 -1.4437
2 C -0.3009 -1.5158 -0.5545
3 C 0.0440 -1.1134 0.9048
4 N 0.0008 0.2827 1.2589
5 C -0.7779 1.3987 0.7372
6 C 0.0524 2.3558 -0.1173
7 O 0.7416 1.8808 -0.9906
8 H 0.9996 -0.0416 -1.0703
9 H 0.5624 -0.6814 -2.3588
10 H 1.7211 -1.5333 -1.4888
11 H -1.1615 -0.9833 -0.9476
12 H -0.4301 -2.5938 -0.6423
13 H 0.9693 -1.6081 1.1870
14 H -0.6469 -1.7047 1.5292
15 H 0.3716 0.5492 2.1538
16 H -1.7105 1.0194 0.2735
17 H -1.1793 1.8994 1.6101
18 H -0.0845 3.4382 -0.0404